The following is a DFT calculation (wB97M-V/def2-TZVPD) of a structure of composition C39H66BrN3OSi2Yb at a distorted geometry.

Computed properties:
* strongest force on any atom: 0.031 hartree/bohr
* energy: -165361.5605 eV
* multiplicity: 2
* orbital gap (alpha / beta): 7.73 / 7.73 eV
* charge: +1

Geometry as XYZ:
```
113
Properties=species:S:1:pos:R:3:lowdin_spin:R:1
Yb 1.29013 -0.07180 0.79683 1.006
N 1.66298 1.81396 2.58655 -0.001
C 1.73514 1.34138 3.98142 0.000
C 0.73149 0.22207 4.23078 0.000
N 0.78575 -0.82313 3.19705 -0.001
C 1.70597 -1.94511 3.48459 0.000
C 3.16440 -1.56441 3.27527 0.000
N 3.36738 -0.97656 1.93173 -0.001
H 2.48347 2.37757 2.38340 0.000
H 0.86149 2.43158 2.48630 0.000
H 1.53607 2.14498 4.69334 0.000
H 2.74926 0.99569 4.16004 0.000
H -0.27397 0.64687 4.22832 0.000
H 0.91118 -0.19639 5.22624 0.000
H -0.14009 -1.23042 3.11516 0.000
H 1.45484 -2.73621 2.78201 0.000
H 1.57222 -2.32183 4.50317 0.000
H 3.76996 -2.46052 3.42620 0.000
H 3.48508 -0.83926 4.02036 0.000
H 3.33121 -1.74153 1.26008 0.000
H 4.29804 -0.57901 1.85628 0.000
C -2.09429 3.67276 2.50575 0.000
C -3.27779 3.43945 1.54480 0.000
C -4.30414 2.59781 2.31969 0.000
C -3.91694 4.80113 1.20714 0.000
Si -2.73501 2.61015 -0.09182 0.000
Br -1.22978 0.92777 0.89378 -0.001
C -3.89692 1.40614 -1.01912 0.000
C -3.10676 0.28771 -1.73379 0.000
C -4.68935 2.21374 -2.06724 0.000
C -4.90250 0.70358 -0.09578 0.000
C -1.62652 3.67541 -1.21615 0.000
C -1.05175 2.84671 -2.37603 0.000
C -0.44891 4.28791 -0.44338 0.000
C -2.45073 4.83294 -1.82095 0.000
H -2.42578 4.34877 3.30075 0.000
H -1.22865 4.12562 2.02646 0.000
H -1.78153 2.73486 2.96705 0.000
H -4.44465 3.04893 3.30689 0.000
H -3.96627 1.57019 2.46706 0.000
H -5.27472 2.58156 1.82803 0.000
H -4.43269 5.17588 2.09624 0.000
H -4.65515 4.73670 0.40155 0.000
H -3.16680 5.54164 0.92769 0.000
H -2.21734 0.63600 -2.25085 0.000
H -3.76546 -0.17469 -2.47707 0.000
H -2.80648 -0.49113 -1.03273 0.000
H -4.05258 2.57651 -2.87445 0.000
H -5.21643 3.06683 -1.62833 0.000
H -5.44198 1.55677 -2.51303 0.000
H -4.41208 0.21034 0.74578 0.000
H -5.41825 -0.06675 -0.67790 0.000
H -5.65950 1.38627 0.28645 0.000
H -0.48283 1.98432 -2.02863 0.000
H -0.37132 3.48321 -2.95041 0.000
H -1.82859 2.50423 -3.05937 0.000
H 0.17227 3.52269 0.02871 0.000
H -0.78127 4.99655 0.31509 0.000
H 0.17978 4.84219 -1.14774 0.000
H -3.36330 4.49741 -2.31242 0.000
H -1.83578 5.33066 -2.57717 0.000
H -2.72105 5.58051 -1.07739 0.000
C 1.98575 -5.76832 -1.38185 0.000
C 1.81947 -4.87116 -0.14451 0.000
C 0.99920 -5.63538 0.90765 0.000
C 3.19895 -4.55298 0.45557 0.000
Si 0.92071 -3.26845 -0.58383 0.000
O 1.13812 -2.10628 0.53985 -0.002
C 1.47527 -2.50419 -2.22035 0.000
C 0.55787 -1.69866 -2.90744 0.000
C 0.89688 -1.06273 -4.09396 0.000
C 2.17486 -1.20489 -4.61764 0.000
C 3.10944 -1.98167 -3.94553 0.000
C 2.75873 -2.62538 -2.76523 0.000
C -0.93482 -3.55644 -0.74455 0.000
C -1.81228 -2.89566 0.12001 0.000
C -3.19116 -3.02742 0.00062 0.000
C -3.72168 -3.83644 -0.99439 0.000
C -2.87052 -4.50158 -1.86860 0.000
C -1.49537 -4.35976 -1.74438 0.000
H 2.59451 -6.64321 -1.13108 0.000
H 2.46555 -5.25257 -2.21402 0.000
H 1.01713 -6.13282 -1.73334 0.000
H 1.52104 -6.55357 1.19682 0.000
H 0.01528 -5.91195 0.52314 0.000
H 0.84389 -5.03628 1.81175 0.000
H 3.73390 -5.47971 0.68588 0.000
H 3.09718 -3.99043 1.39035 0.000
H 3.82812 -3.96878 -0.22327 0.000
H -0.44724 -1.57906 -2.51184 0.000
H 0.16366 -0.45379 -4.61068 0.000
H 2.43879 -0.71401 -5.54565 0.000
H 4.11171 -2.08806 -4.34237 0.000
H 3.51093 -3.22078 -2.25861 0.000
H -1.40277 -2.27248 0.90886 0.000
H -3.85166 -2.49620 0.67642 0.000
H -4.79462 -3.95524 -1.08509 0.000
H -3.28218 -5.12418 -2.65323 0.000
H -0.84790 -4.87602 -2.44659 0.000
C 1.88604 1.24440 -1.05961 0.000
C 3.31615 1.47347 -0.72417 0.000
C 3.73310 2.64892 -0.07908 0.000
C 5.06122 2.85237 0.27101 0.000
C 6.02142 1.88846 -0.01864 0.000
C 5.63124 0.72399 -0.66801 0.000
C 4.30135 0.51766 -1.01369 0.000
H 1.79130 0.72250 -2.01494 0.000
H 1.38749 2.20882 -1.14653 0.000
H 2.99884 3.42340 0.12801 0.000
H 5.35084 3.77407 0.76202 0.000
H 7.05912 2.04903 0.24543 0.000
H 6.37277 -0.02578 -0.91946 0.000
H 4.01221 -0.39193 -1.53352 0.000
```